# 1
Entry from OMol25: C5H9NO in the gas phase (the ωB97M-V functional and the def2-TZVPD basis).

For the HOMO energy, the calculation gives -9.4 eV. As for the strongest force on any atom: 0.54 eV Å⁻¹. The SMILES is CC/N=C\CC=O. Its total charge is 0. The HOMO-LUMO gap comes out at 10.109 eV. As for the LUMO energy: 0.72 eV. As for the energy relative to the best compared isomer or geometry (same formula, charge and spin): 184.13 kJ/mol.

```
16
Properties=species:S:1:pos:R:3:forces:R:3
C -1.9513 0.6048 1.2911 0.0291 0.0825 0.0074
C -1.3169 0.0015 0.0408 -0.0579 -0.1849 0.0391
N -0.6110 0.9506 -0.8082 0.3623 -0.1927 -0.1791
C 0.6307 0.8440 -1.0248 -0.2483 0.1469 -0.0255
C 1.6849 0.0206 -0.3040 -0.0641 0.0013 0.0081
C 1.7921 -1.4491 -0.6485 -0.2845 -0.2083 -0.1564
O 0.9192 -2.1099 -1.1535 0.4086 0.3147 0.1702
H -2.4671 1.5411 1.0613 0.0735 -0.0925 -0.0063
H -2.6843 -0.0930 1.7149 0.1732 0.1158 -0.1154
H -1.2018 0.8019 2.0647 -0.0695 0.0585 -0.1229
H -0.7081 -0.8726 0.3056 -0.0363 0.1187 0.0007
H -2.1073 -0.3586 -0.6266 0.0044 -0.1223 0.2297
H 1.0291 1.4629 -1.8347 -0.0036 0.1373 0.2523
H 1.5440 0.0811 0.7860 -0.0255 -0.0784 -0.1382
H 2.6637 0.4766 -0.4984 -0.1133 -0.0947 0.0653
H 2.7679 -1.9068 -0.3748 -0.1483 -0.0020 -0.0290
```
Forces are in eV/Å.

# 2
Entry from OMol25: a molecular structure, C39H67AuBN8O (the ωB97M-V functional and the def2-TZVPD basis).

For the HOMO energy, the calculation gives -11.4 eV. As for the strongest force on any atom: 0.59 eV Å⁻¹. Its total charge is +1. The HOMO-LUMO gap comes out at 7.617 eV. As for the LUMO energy: -3.75 eV. As for the energy relative to the best compared isomer or geometry (same formula, charge and spin): 0.00 kJ/mol.

```
117
Properties=species:S:1:pos:R:3:forces:R:3
Au -0.2635 0.3709 0.1669 -0.0274 0.3833 -0.4523
C 3.1018 3.5180 1.0290 -0.0210 0.0176 -0.0065
C 2.0780 2.8952 1.9878 -0.0073 0.0478 -0.0297
C 0.6758 3.3820 1.6739 -0.0043 -0.0137 0.0336
C 2.2372 1.4065 1.9606 0.1123 -0.0035 0.0970
C 3.2069 0.6968 2.6555 0.0370 -0.0484 0.0002
C 3.1311 -0.6189 2.2218 0.0378 0.0714 0.0083
C 3.9756 -1.7248 2.8104 -0.0232 -0.0085 -0.0288
C 5.4622 -1.5041 2.5110 0.0176 0.0004 0.0018
C 3.5596 -3.1603 2.5148 -0.0120 -0.0159 -0.0017
N 2.1623 -0.6801 1.2888 -0.1143 -0.0061 0.0242
N 1.5880 0.5619 1.1597 -0.0535 -0.0314 -0.0664
B 1.7004 -1.7649 0.2605 -0.0913 0.0446 -0.0777
N 1.7506 -1.0642 -1.1653 0.0579 0.0431 0.0276
N 0.9148 -0.0266 -1.4611 0.0047 -0.3132 0.2260
C 1.1547 0.4312 -2.6804 -0.0217 0.0748 0.0179
C 2.2205 -0.3040 -3.1951 -0.0092 -0.0368 0.0013
C 2.5862 -1.2197 -2.2184 -0.0231 0.0274 -0.0528
C 3.7973 -2.1118 -2.3128 0.0033 0.0061 0.0325
C 3.5158 -3.6113 -2.3698 0.0017 -0.0173 -0.0051
C 4.8217 -1.7703 -1.2296 -0.0186 -0.0021 0.0106
C 0.3929 1.5855 -3.2487 -0.0072 0.0267 -0.0004
C 0.2964 1.4957 -4.7684 0.0150 -0.0149 -0.0011
C 1.0400 2.9006 -2.8034 -0.0159 0.0144 0.0255
N 0.2735 -2.2504 0.7143 0.0413 0.0817 0.0498
N -0.5090 -1.3743 1.4558 0.1049 -0.3866 0.0568
C -1.5277 -2.0690 1.9588 -0.0873 0.0777 -0.0207
C -1.4083 -3.3999 1.5754 -0.0215 0.0032 -0.0309
C -0.2773 -3.4800 0.7797 -0.0127 -0.0245 -0.0297
C 0.1666 -4.7046 0.0281 0.0065 0.0406 -0.0225
C 0.2135 -4.4112 -1.4738 0.0032 -0.0095 0.0021
C 1.4418 -5.3634 0.5541 0.0003 -0.0017 0.0166
C -2.5776 -1.4473 2.8306 0.0722 0.0518 0.0376
C -1.9276 -0.4938 3.8328 -0.0275 -0.0037 0.0184
C -3.6741 -0.7630 2.0108 0.0267 0.0246 0.0107
H 3.0470 4.6072 1.0722 -0.0008 -0.0213 -0.0050
H 2.8965 3.2051 0.0019 0.0016 0.0048 0.0143
H 4.1187 3.2147 1.2774 -0.0077 -0.0011 0.0037
H 2.3349 3.2028 3.0045 -0.0092 0.0227 0.0142
H 0.4138 3.1816 0.6315 -0.0041 0.0264 -0.0183
H 0.6134 4.4603 1.8301 -0.0126 -0.0128 -0.0202
H -0.0681 2.8973 2.3041 0.0195 0.0156 0.0262
H 3.8875 1.0927 3.3921 -0.0166 -0.0132 -0.0225
H 3.8482 -1.5772 3.8870 -0.0043 -0.0059 0.0208
H 5.6730 -1.6082 1.4463 -0.0072 -0.0041 0.0227
H 6.0587 -2.2433 3.0474 -0.0033 0.0122 -0.0095
H 5.7901 -0.5130 2.8238 0.0005 -0.0079 -0.0044
H 3.8640 -3.4745 1.5168 0.0022 0.0043 0.0090
H 2.4820 -3.3035 2.6099 0.0053 -0.0068 -0.0098
H 4.0523 -3.8232 3.2271 -0.0086 0.0075 -0.0054
H 2.4264 -2.6896 0.2060 0.0758 0.0066 0.0158
H 2.6905 -0.1812 -4.1567 -0.0124 -0.0050 0.0246
H 4.2356 -1.8369 -3.2750 0.0143 0.0051 -0.0102
H 3.1546 -3.9916 -1.4158 0.0078 0.0049 -0.0131
H 4.4396 -4.1394 -2.6103 -0.0118 0.0038 0.0042
H 2.7791 -3.8520 -3.1368 0.0134 0.0000 0.0076
H 4.4432 -2.0464 -0.2462 0.0194 -0.0026 -0.0207
H 5.0516 -0.7033 -1.2200 -0.0059 -0.0126 0.0038
H 5.7485 -2.3202 -1.4020 -0.0176 0.0096 -0.0010
H -0.6143 1.5281 -2.8259 -0.0299 -0.0042 -0.0003
H 1.2840 1.5739 -5.2286 -0.0152 -0.0012 0.0038
H -0.3126 2.3129 -5.1559 0.0045 -0.0034 0.0051
H -0.1540 0.5535 -5.0833 0.0059 0.0156 0.0042
H 2.0727 2.9585 -3.1536 -0.0090 0.0019 0.0041
H 1.0451 2.9886 -1.7135 0.0052 0.0032 -0.0382
H 0.4973 3.7536 -3.2150 -0.0009 -0.0086 0.0128
H -2.0613 -4.2139 1.8452 0.0098 0.0053 -0.0141
H -0.6424 -5.4196 0.1942 -0.0109 -0.0197 -0.0009
H 0.9088 -3.6039 -1.7007 -0.0144 -0.0245 0.0087
H -0.7711 -4.1097 -1.8344 0.0041 0.0009 0.0021
H 0.5279 -5.2984 -2.0265 -0.0085 0.0174 0.0084
H 2.3251 -4.7544 0.3772 0.0011 0.0035 0.0164
H 1.5884 -6.3201 0.0505 0.0055 0.0148 0.0068
H 1.3712 -5.5535 1.6262 0.0004 0.0022 -0.0140
H -3.0347 -2.2717 3.3833 0.0028 -0.0155 0.0113
H -1.4039 0.3096 3.3107 0.0142 -0.0789 0.0143
H -1.1981 -1.0132 4.4555 -0.0115 -0.0039 0.0002
H -2.6829 -0.0503 4.4841 0.0135 -0.0005 -0.0157
H -3.2770 0.0882 1.4550 -0.0289 -0.0386 0.0221
H -4.4644 -0.4087 2.6758 0.0056 0.0058 -0.0068
H -4.1160 -1.4596 1.2970 -0.0054 0.0016 -0.0170
C -2.6205 3.0436 3.3636 0.0402 -0.0224 -0.0048
N -2.5800 3.8112 2.1344 -0.0172 -0.0458 -0.0464
C -3.0841 5.1733 2.2263 -0.0069 0.0108 -0.0051
C -2.5668 5.9970 1.0688 -0.0181 -0.0159 -0.0141
C -2.9544 5.3039 -0.2177 0.0034 0.0053 0.0243
N -2.5404 3.9077 -0.1949 0.0756 -0.0806 0.1212
C -2.5678 3.2388 -1.4811 0.0001 0.0074 0.0063
C -2.3533 3.1874 0.9466 -0.1356 0.0780 -0.1564
O -2.0000 1.9882 0.9073 0.0632 0.0514 0.1879
H -1.9771 3.5046 4.1167 -0.0029 -0.0061 -0.0115
H -2.2857 2.0325 3.1692 -0.0314 0.0907 0.0068
H -3.6408 3.0043 3.7570 0.0126 0.0159 -0.0153
H -2.7468 5.5840 3.1785 0.0082 0.0039 0.0124
H -4.1808 5.1755 2.2411 0.0013 -0.0091 0.0081
H -1.4804 6.0831 1.1353 0.0106 0.0040 -0.0032
H -2.9885 7.0010 1.0968 0.0033 -0.0045 0.0005
H -2.4742 5.7780 -1.0756 0.0087 0.0048 -0.0040
H -4.0376 5.3682 -0.3762 0.0038 -0.0067 -0.0053
H -1.7486 3.5873 -2.1144 0.0186 -0.0026 -0.0187
H -3.5106 3.4660 -1.9869 0.0087 0.0018 0.0062
H -2.4976 2.1659 -1.3418 0.0210 -0.0346 -0.0145
C -3.9087 -2.6142 -2.2077 -0.0152 -0.0020 0.0108
C -3.8072 -1.0952 -2.3974 -0.0249 0.0099 0.0195
C -5.1135 -0.4239 -1.9539 -0.0036 0.0025 -0.0189
C -3.5204 -0.7703 -3.8691 -0.0225 -0.0077 0.0016
C -2.7003 -0.5888 -1.5701 0.0961 -0.0064 -0.0551
C -1.7951 -0.1623 -0.9027 -0.0391 -0.0523 0.0494
H -4.7256 -3.0104 -2.8138 0.0059 0.0045 0.0060
H -4.0996 -2.8623 -1.1622 0.0072 0.0005 -0.0142
H -2.9824 -3.1026 -2.5132 -0.0056 -0.0019 -0.0016
H -5.9458 -0.7987 -2.5527 0.0101 0.0041 0.0066
H -5.0561 0.6583 -2.0830 -0.0016 -0.0076 0.0014
H -5.3203 -0.6324 -0.9034 0.0024 0.0002 -0.0067
H -4.3349 -1.1388 -4.4961 0.0159 0.0075 0.0066
H -2.5921 -1.2415 -4.1961 -0.0066 0.0016 0.0064
H -3.4311 0.3071 -4.0188 -0.0048 -0.0016 0.0009
```
Forces are in eV/Å.

# 3
Entry from OMol25: C4H6OS3 in the gas phase (the ωB97M-V functional and the def2-TZVPD basis).

For the HOMO energy, the calculation gives -8.9 eV. As for the strongest force on any atom: 4.07 eV Å⁻¹. The SMILES is CSCC(=S)C(=O)S. Its total charge is 0. The HOMO-LUMO gap comes out at 7.059 eV. As for the LUMO energy: -1.89 eV. As for the energy relative to the best compared isomer or geometry (same formula, charge and spin): 103.44 kJ/mol.

```
14
Properties=species:S:1:pos:R:3:forces:R:3
C -1.6101 1.9670 0.3666 -2.6670 0.8860 -1.4376
S -1.7979 1.1214 -1.2715 -0.5526 -0.0640 1.1185
C -1.2933 -0.5491 -0.7923 -0.4192 -1.1127 -1.0355
C 0.1668 -0.6239 -0.4450 0.0867 0.5761 -2.9050
S 1.3805 -0.6291 -1.5246 -0.4512 -0.1342 0.4685
C 0.3458 -0.6067 0.9822 1.0986 -0.9089 3.8134
O -0.5659 -0.8905 1.7342 0.1258 0.3969 -0.3257
S 1.9384 -0.3816 1.8176 -1.5920 -0.0147 0.6902
H -2.1766 2.9285 0.2645 0.6745 -0.7197 -0.0194
H -1.9412 1.5291 1.2927 -0.3026 -0.8565 -0.0900
H -0.6076 2.1410 0.3734 2.7900 0.9048 0.6609
H -1.7831 -0.8724 0.1360 -0.5364 0.1154 -0.7626
H -1.5823 -1.1919 -1.6929 0.6144 0.7342 1.3535
H 2.6265 -0.3044 0.7406 1.1310 0.1973 -1.5292
```
Forces are in eV/Å.